No. 1
A single C6H9N molecule at a distorted geometry. Source: the OMol25 dataset; level of theory: the ωB97M-V functional and the def2-TZVPD basis.

Properties
largest force on an atom	4.8	eV/A
HOMO-LUMO gap	8.89	eV
SMILES	Cc1c[nH]cc1C
multiplicity	1
LUMO level	1.072	eV

Structure (XYZ):
```
16
C6H9N | the OMol25 dataset | the ωB97M-V functional and the def2-TZVPD basis
H -1.70 1.66 0.95
C 1.57 0.99 0.00
N 2.21 -0.23 0.08
C -1.05 1.63 0.00
C 1.14 -1.27 -0.10
H -1.22 -2.45 0.26
C -1.43 -1.42 0.06
H 2.17 1.91 -0.06
H 3.26 -0.46 0.05
H -1.73 -0.87 1.06
H -1.75 1.26 -0.94
C 0.16 0.81 -0.04
H -2.14 -1.41 -0.82
H 1.37 -2.29 -0.13
H -0.81 2.72 -0.22
C -0.06 -0.57 -0.14
```

---

No. 2
A single C6H9N molecule. Source: the OMol25 dataset; level of theory: the ωB97M-V functional and the def2-TZVPD basis.

Properties
largest force on an atom	0.7	eV/A
HOMO-LUMO gap	10.06	eV
SMILES	CC#CCN1CC1
multiplicity	1
LUMO level	1.012	eV

Structure (XYZ):
```
16
C6H9N | the OMol25 dataset | the ωB97M-V functional and the def2-TZVPD basis
N -1.47 -0.77 0.34
H -1.52 0.82 1.80
H -3.46 0.09 0.21
C 0.87 -1.04 -0.22
C -0.51 -1.24 -0.66
H -0.53 1.21 0.31
H -0.57 -0.64 -1.58
H 2.57 1.48 0.46
C -2.44 0.20 -0.15
C 2.90 0.63 -0.13
C 1.88 -0.41 -0.06
H 2.96 0.95 -1.18
C -1.34 0.62 0.74
H 3.90 0.33 0.21
H -0.75 -2.27 -0.93
H -2.35 0.51 -1.20
```

---

No. 3
A single C6H9N molecule at a distorted geometry. Source: the OMol25 dataset; level of theory: the ωB97M-V functional and the def2-TZVPD basis.

Properties
largest force on an atom	2.3	eV/A
HOMO-LUMO gap	11.18	eV
SMILES	C[C@@H]1[C@H](C)[C@@H]1C#N
multiplicity	1
LUMO level	0.857	eV

Structure (XYZ):
```
16
C6H9N | the OMol25 dataset | the ωB97M-V functional and the def2-TZVPD basis
C 1.06 0.12 -0.28
H -1.44 -0.96 0.65
C 1.34 -0.76 0.91
H 0.42 -1.05 1.43
C -1.39 -0.71 -0.43
H -2.40 -0.31 -0.67
N -1.64 1.74 1.56
H 1.84 -1.68 0.58
H -0.98 -1.59 -0.94
C 0.12 1.32 -0.30
H -0.20 0.04 -2.13
C -0.23 0.07 -1.03
C -0.85 1.51 0.74
H 1.99 -0.26 1.64
H 1.95 0.32 -0.89
H 0.41 2.21 -0.83
```

---

No. 4
A single C6H9N molecule. Source: the OMol25 dataset; level of theory: the ωB97M-V functional and the def2-TZVPD basis.

Properties
largest force on an atom	0.5	eV/A
HOMO-LUMO gap	7.75	eV
multiplicity	1
LUMO level	0.649	eV

Structure (XYZ):
```
16
C6H9N | the OMol25 dataset | the ωB97M-V functional and the def2-TZVPD basis
H 2.34 1.33 -1.58
C -0.08 -1.36 0.64
C 1.93 1.45 -0.57
C 1.07 -0.53 0.89
H -1.55 -1.47 -1.13
H -2.66 -0.66 0.68
H -1.55 -0.68 2.05
C -0.80 -0.95 -0.55
C -1.65 -0.39 1.00
H -0.31 -2.30 1.14
H -1.46 0.68 0.92
H -0.38 0.64 -1.84
C 1.01 0.32 -0.20
H 2.75 1.47 0.15
H 1.42 2.42 -0.53
N -0.07 0.05 -1.08
```

---

No. 5
A single C6H9N molecule. Source: the OMol25 dataset; level of theory: the ωB97M-V functional and the def2-TZVPD basis.

Properties
largest force on an atom	0.4	eV/A
HOMO-LUMO gap (spin up / spin down)	7.90 / 7.90	eV
multiplicity	1
LUMO level (spin up / spin down)	-0.120 / -0.120	eV

Structure (XYZ):
```
16
C6H9N | the OMol25 dataset | the ωB97M-V functional and the def2-TZVPD basis
H 0.03 -1.51 0.11
N 1.23 1.59 0.08
H 2.17 1.99 -0.02
C -1.58 1.53 -0.18
H 3.44 0.05 -0.02
H -2.58 -0.91 -1.16
C 2.53 -0.54 -0.03
H 2.56 -1.24 0.81
C -2.50 -0.54 -0.14
H 2.52 -1.15 -0.95
H -3.40 0.05 0.07
C 1.27 0.31 0.05
C -1.17 0.21 0.00
H -2.47 -1.37 0.57
H -2.06 1.96 0.72
C 0.01 -0.43 0.09
```

---

No. 6
A single C6H9N molecule. Source: the OMol25 dataset; level of theory: the ωB97M-V functional and the def2-TZVPD basis.

Properties
largest force on an atom	0.8	eV/A
HOMO-LUMO gap	10.40	eV
multiplicity	1
LUMO level	0.873	eV

Structure (XYZ):
```
16
C6H9N | the OMol25 dataset | the ωB97M-V functional and the def2-TZVPD basis
H 2.26 0.90 -1.05
C 1.60 -0.83 0.02
C 2.30 0.47 -0.04
H -0.55 -1.81 -1.14
N -1.10 -0.63 0.49
H -3.19 -0.14 0.46
C -1.18 0.78 0.81
C -0.14 -1.02 -0.51
H 1.88 1.18 0.68
C -2.24 0.12 0.01
H 3.34 0.29 0.21
H -1.34 1.01 1.86
H -0.53 1.47 0.26
C 1.10 -1.97 0.22
H 0.07 -0.19 -1.22
H -2.29 0.38 -1.05
```

---

No. 7
C6H9N as an isolated structure. Source: the OMol25 dataset; level of theory: the ωB97M-V functional and the def2-TZVPD basis.

Properties
largest force on an atom	0.4	eV/A
HOMO-LUMO gap	9.82	eV
multiplicity	1
LUMO level	1.185	eV

Structure (XYZ):
```
16
C6H9N | the OMol25 dataset | the ωB97M-V functional and the def2-TZVPD basis
N -0.75 0.11 0.63
H -1.15 1.46 -1.09
H -0.48 -1.23 -2.12
C -0.15 0.82 1.75
C 1.32 -0.56 -0.38
H -1.95 -1.13 -1.06
H 2.29 -1.03 -0.28
C -0.05 -1.10 0.11
H 1.56 1.31 -1.51
C 0.97 0.58 -0.98
H -0.09 -2.01 0.70
H 0.95 0.75 1.79
H -0.56 0.41 2.68
C -0.56 0.59 -0.76
C -0.90 -0.87 -1.18
H -0.43 1.88 1.70
```

---

No. 8
A single C6H9N molecule at a distorted geometry. Source: the OMol25 dataset; level of theory: the ωB97M-V functional and the def2-TZVPD basis.

Properties
largest force on an atom	4.6	eV/A
HOMO-LUMO gap	8.78	eV
SMILES	CC[C@@H]1C[C@]12C=N2
multiplicity	1
LUMO level	0.994	eV

Structure (XYZ):
```
16
C6H9N | the OMol25 dataset | the ωB97M-V functional and the def2-TZVPD basis
C 0.85 0.06 1.69
C -0.59 -0.12 1.45
H 0.08 0.01 -3.13
H 1.99 -0.06 -1.07
C 0.56 0.66 0.31
H 0.90 -1.27 -0.85
C -0.07 0.31 -2.01
C 0.87 -0.15 -0.91
C -1.79 -0.86 1.37
H -0.22 1.37 -2.10
H 1.50 -0.88 1.80
H -2.33 -1.65 0.74
H -1.05 -0.07 -1.96
N -1.95 0.26 1.90
H 0.19 1.69 0.23
H 1.08 0.72 2.56
```

---

No. 9
A 2-piece molecular cluster, C6H9N overall. Source: the OMol25 dataset; level of theory: the ωB97M-V functional and the def2-TZVPD basis.

Properties
largest force on an atom	0.3	eV/A
HOMO-LUMO gap	9.42	eV
SMILES	C=C=C=C.C1CN1
multiplicity	1
LUMO level	0.421	eV

Structure (XYZ):
```
16
C6H9N | the OMol25 dataset | the ωB97M-V functional and the def2-TZVPD basis
H 2.63 0.84 2.21
H 2.78 1.65 0.55
H -2.77 1.82 -0.39
N -1.62 0.04 -1.02
H 0.57 -2.08 -1.71
H 0.36 -3.05 -0.14
C 2.53 0.77 1.13
C -1.29 0.36 0.36
C 2.07 -0.31 0.55
C 0.80 -2.20 -0.66
H -1.96 0.02 1.15
H -2.53 -0.41 -1.07
C -1.77 1.42 -0.55
H -1.06 2.12 -0.98
H -0.24 0.32 0.60
C 1.51 -1.29 -0.04
```

---

No. 10
A single C6H9N molecule. Source: the OMol25 dataset; level of theory: the ωB97M-V functional and the def2-TZVPD basis.

Properties
largest force on an atom	0.7	eV/A
HOMO-LUMO gap	9.79	eV
multiplicity	1
LUMO level	0.154	eV

Structure (XYZ):
```
16
C6H9N | the OMol25 dataset | the ωB97M-V functional and the def2-TZVPD basis
H -2.32 1.18 1.50
C 1.04 -1.92 -0.10
C -1.98 -0.17 -1.13
H 0.65 1.43 -0.80
H -2.36 2.41 0.25
C -1.31 0.64 -0.35
C -1.74 1.63 0.69
H 0.89 -0.21 1.26
H 0.23 0.01 -1.74
H 0.59 -2.33 -1.00
N 2.16 -1.01 -0.32
C 0.91 -0.48 0.21
H 1.09 -2.62 0.74
C 0.16 0.44 -0.74
H 2.87 -1.11 0.40
H -0.87 2.12 1.13
```